#a
16
Properties=species:S:1:pos:R:3 method="wB97M-V/def2-TZVPD" charge=+1 homo_lumo_gap_ev=9.73 homo_ev=-13.24
C 1.452 1.040 -1.646
C 2.154 1.174 -0.487
C 0.102 0.366 -0.030
C -1.412 -0.613 1.216
N 0.206 0.518 -1.367
N 1.277 0.725 0.469
N -2.433 -1.038 0.482
S -0.432 -1.781 2.064
H 1.871 1.577 -2.563
H 3.158 1.328 -0.146
H -1.366 0.359 1.689
H 1.459 0.698 1.550
H -2.790 -0.337 -0.118
H -0.564 0.350 -2.053
H -2.284 -1.912 0.012
H -0.398 -2.456 0.929


#b
16
Properties=species:S:1:pos:R:3 method="wB97M-V/def2-TZVPD" smiles="CS[C@@H]1N=CNC=[NH+]1" charge=+1 homo_lumo_gap_ev=8.58 homo_ev=-13.03
C -0.768 1.439 0.509
C -1.689 -0.711 -0.019
C -0.148 0.601 -1.512
C 2.190 0.315 -0.121
N -0.240 1.556 -0.637
N -1.514 0.256 0.933
N -1.122 -0.630 -1.172
S 1.449 -0.162 -1.679
H -0.784 2.143 1.263
H -2.154 -1.583 0.210
H -0.244 0.912 -2.503
H 3.283 0.093 -0.104
H 1.920 -0.435 0.715
H 2.071 1.404 0.243
H -1.612 -0.047 1.890
H -1.254 -1.354 -1.853


Which one sits at the bottom of the stability order? #a does.


#a
85
Properties=species:S:1:pos:R:3 method="wB97M-V/def2-TZVPD" spin_multiplicity=4 charge=+1 homo_lumo_gap_ev="7.25 / 5.18" homo_ev="-9.87 / -9.71"
Tc -0.754 1.602 0.433
O -2.097 0.192 0.904
C -3.393 0.193 0.728
C -4.129 -0.907 1.218
C -5.487 -0.980 1.061
C -6.201 0.042 0.406
C -5.511 1.117 -0.074
C -4.104 1.225 0.064
C -3.496 2.413 -0.452
N -2.239 2.713 -0.441
C -1.826 4.040 -0.958
C -0.480 4.402 -0.319
N 0.297 3.164 -0.465
C 1.100 3.110 -1.471
C 1.443 1.946 -2.241
C 2.386 2.104 -3.280
C 2.555 1.154 -4.251
C 1.711 0.031 -4.242
C 0.778 -0.143 -3.249
C 0.650 0.776 -2.188
O -0.177 0.483 -1.213
H -3.577 -1.688 1.726
H -6.022 -1.836 1.453
H -7.273 -0.024 0.289
H -6.038 1.916 -0.584
H -4.183 3.147 -0.879
H -2.591 4.791 -0.756
H -1.687 3.968 -2.038
H -0.595 4.650 0.732
H -0.018 5.244 -0.839
H 1.456 4.060 -1.876
H 2.973 3.016 -3.307
H 3.286 1.289 -5.037
H 1.791 -0.706 -5.032
H 0.128 -1.011 -3.232
Cl 0.475 2.484 7.219
C 0.500 1.923 5.579
C 1.312 0.891 5.229
C 1.363 0.426 3.896
I 2.524 -1.255 3.514
C 0.642 1.020 2.886
O 0.686 0.678 1.611
C -0.257 2.060 3.288
N -1.075 2.546 2.298
C -1.984 3.446 2.612
C -2.121 3.970 3.904
C -1.297 3.524 4.897
C -0.343 2.525 4.612
H 1.924 0.417 5.984
H -2.646 3.766 1.819
H -2.882 4.713 4.095
H -1.376 3.911 5.904
C 4.134 0.322 0.695
Si 4.166 -1.442 0.095
C 5.450 -1.628 -1.236
C 4.435 -2.746 1.402
C 2.525 -1.754 -0.809
Te 0.728 -1.962 0.278
C 0.403 -3.953 -0.356
Si -0.789 -4.139 -1.832
C 0.164 -3.866 -3.418
C -2.181 -2.917 -1.623
C -1.438 -5.876 -1.774
H 4.690 0.453 1.626
H 3.110 0.666 0.868
H 4.587 0.970 -0.060
H 6.445 -1.417 -0.833
H 5.273 -0.937 -2.064
H 5.465 -2.646 -1.637
H 4.966 -2.343 2.268
H 5.037 -3.564 0.998
H 3.493 -3.172 1.761
H 2.585 -2.649 -1.432
H 2.386 -0.893 -1.465
H -0.024 -4.475 0.507
H 1.377 -4.398 -0.575
H -0.274 -3.074 -4.030
H 0.150 -4.780 -4.016
H 1.210 -3.608 -3.236
H -1.823 -1.897 -1.441
H -2.810 -3.204 -0.775
H -2.821 -2.882 -2.509
H -0.634 -6.607 -1.890
H -2.150 -6.034 -2.590
H -1.956 -6.085 -0.834


#b
85
Properties=species:S:1:pos:R:3 method="wB97M-V/def2-TZVPD" spin_multiplicity=4 charge=+1 homo_lumo_gap_ev="7.29 / 4.66" homo_ev="-9.80 / -9.83"
Tc 1.288 1.269 0.785
O -0.367 0.735 1.903
C -1.582 1.105 1.645
C -2.590 0.697 2.558
C -3.909 1.002 2.366
C -4.339 1.727 1.240
C -3.396 2.130 0.336
C -2.018 1.838 0.495
C -1.167 2.327 -0.558
N 0.103 2.175 -0.645
C 0.836 2.671 -1.823
C 2.183 1.946 -1.891
N 2.727 1.992 -0.532
C 3.698 2.777 -0.252
C 3.984 3.229 1.090
C 5.250 3.773 1.370
C 5.526 4.347 2.587
C 4.503 4.428 3.539
C 3.244 3.937 3.279
C 2.954 3.314 2.054
O 1.717 2.874 1.863
H -2.261 0.143 3.427
H -4.637 0.684 3.102
H -5.382 1.970 1.101
H -3.695 2.706 -0.533
H -1.680 2.842 -1.376
H 1.010 3.743 -1.698
H 0.255 2.516 -2.737
H 2.845 2.442 -2.605
H 2.049 0.903 -2.180
H 4.283 3.200 -1.072
H 6.013 3.730 0.604
H 6.506 4.748 2.798
H 4.698 4.896 4.495
H 2.446 4.018 4.004
Cl 5.652 -4.056 1.541
C 4.389 -2.997 1.004
C 3.793 -3.212 -0.202
C 2.748 -2.369 -0.646
I 1.872 -2.740 -2.494
C 2.300 -1.314 0.107
O 1.274 -0.547 -0.213
C 2.983 -1.067 1.338
N 2.571 0.045 2.016
C 3.077 0.303 3.197
C 4.070 -0.512 3.777
C 4.538 -1.592 3.091
C 3.993 -1.904 1.822
H 4.113 -4.042 -0.815
H 2.710 1.190 3.696
H 4.460 -0.256 4.751
H 5.316 -2.219 3.502
C -2.026 0.889 -4.554
Si -3.237 -0.447 -4.082
C -4.950 -0.066 -4.671
C -2.644 -2.101 -4.690
C -3.279 -0.498 -2.182
Te -1.398 -0.929 -1.373
C -1.790 -2.948 -1.007
Si -2.300 -3.281 0.812
C -3.789 -2.237 1.188
C -0.842 -2.836 1.870
C -2.696 -5.088 0.909
H -1.981 0.997 -5.638
H -1.012 0.654 -4.214
H -2.308 1.859 -4.138
H -4.982 0.006 -5.759
H -5.300 0.884 -4.263
H -5.653 -0.843 -4.369
H -2.578 -2.093 -5.779
H -3.317 -2.913 -4.409
H -1.647 -2.341 -4.310
H -3.973 -1.248 -1.802
H -3.574 0.480 -1.794
H -0.861 -3.480 -1.217
H -2.553 -3.236 -1.730
H -3.594 -1.165 1.101
H -4.103 -2.414 2.219
H -4.630 -2.492 0.540
H -0.521 -1.799 1.760
H 0.012 -3.476 1.636
H -1.084 -2.980 2.925
H -3.511 -5.355 0.235
H -3.003 -5.352 1.922
H -1.830 -5.701 0.654


Which one sits at the bottom of the stability order? #a does.


#a
12
Properties=species:S:1:pos:R:3 method="wB97M-V/def2-TZVPD" charge=0 homo_lumo_gap_ev=8.83 homo_ev=-9.25
C 0.847 1.465 0.828
C -0.326 0.675 0.892
C -0.886 -1.109 -0.882
C 1.298 0.152 -0.679
H -1.382 0.562 1.321
H -0.572 -1.160 -2.119
H -1.677 -1.979 1.199
H 1.633 -0.259 -1.701
N -0.036 -0.165 -0.263
N -1.757 -1.925 -0.081
N 1.668 1.197 -0.085
F 1.190 2.547 1.568


#b
12
Properties=species:S:1:pos:R:3 method="wB97M-V/def2-TZVPD" smiles="C=Cc1nn[nH]c1F" charge=0 homo_lumo_gap_ev=9.78 homo_ev=-9.08
C -0.476 -1.123 0.679
C 0.163 -0.121 -0.003
C -0.562 0.866 -0.790
C -0.151 1.976 -1.393
H 0.581 -2.616 1.901
H -1.555 0.382 -0.792
H 0.809 2.659 -1.327
H -0.850 2.577 -2.083
N 0.537 -1.713 1.460
N 1.595 -1.050 1.304
N 1.521 -0.077 0.495
F -1.612 -1.761 0.550


Which one sits at the bottom of the stability order? #a does.


#a
11
Properties=species:S:1:pos:R:3 method="wB97M-V/def2-TZVPD" charge=+1 homo_lumo_gap_ev=10.14 homo_ev=-15.10
C 1.431 -0.262 0.505
C -1.411 -1.096 1.032
C 0.681 -0.187 -0.571
N 0.053 1.087 -0.794
O 2.076 -0.429 1.445
O -1.976 -0.242 0.493
O -0.786 -1.984 1.448
H 0.165 -1.141 -0.876
H 0.093 1.698 -0.051
H -0.907 0.953 -1.028
H 0.581 1.604 -1.604


#b
11
Properties=species:S:1:pos:R:3 method="wB97M-V/def2-TZVPD" smiles="C[N+](=O)OC=C=O" charge=+1 homo_lumo_gap_ev="8.33 / 8.33" homo_ev="-14.74 / -14.73"
C -1.817 1.796 -0.733
C -0.782 0.943 -0.607
C 1.107 -1.159 0.090
N 0.316 -0.492 1.125
O -2.578 2.634 -0.896
O 0.531 -0.698 2.230
O -0.428 0.507 0.845
H -0.390 0.435 -1.565
H 2.009 -0.675 -0.154
H 0.662 -1.135 -0.862
H 1.371 -2.156 0.528


Which one sits at the bottom of the stability order? #b does.


#a
20
Properties=species:S:1:pos:R:3 method="wB97M-V/def2-TZVPD" spin_multiplicity=2 charge=0 homo_lumo_gap_ev="6.33 / 9.73" homo_ev="-5.52 / -9.01"
C 1.237 -0.702 2.805
C 0.751 -1.143 1.450
C -0.475 -0.358 0.941
N -0.166 0.833 0.205
C -0.029 0.844 -1.175
N 0.088 2.092 -1.826
H 0.480 -0.491 3.552
H 2.009 -1.370 3.195
H 1.782 0.247 2.701
H 1.503 -1.095 0.664
H 0.463 -2.199 1.357
H -1.067 -1.066 0.368
H -1.093 -0.005 1.769
H -0.572 1.716 0.487
H 0.239 -0.019 -1.756
H 0.949 2.348 -2.283
H -0.738 2.282 -2.369
H -1.197 -1.021 -3.707
H -2.487 -0.637 -3.002
O -1.676 -0.254 -3.377


#b
20
Properties=species:S:1:pos:R:3 method="wB97M-V/def2-TZVPD" spin_multiplicity=2 charge=0 homo_lumo_gap_ev="4.95 / 8.71" homo_ev="-4.45 / -8.23"
C -0.058 0.566 1.677
C 1.117 -0.286 1.200
C 1.621 0.250 -0.180
C 0.467 0.384 -2.339
N 0.454 0.589 -1.013
N -1.005 0.751 0.559
H 0.255 1.427 2.230
H -0.644 -0.036 2.382
H 1.958 -0.253 1.896
H 0.825 -1.358 1.261
H 1.968 1.225 0.115
H 2.423 -0.289 -0.666
H 1.127 -0.148 -3.021
H -0.326 0.936 -2.839
H -1.140 1.740 0.405
H -0.438 0.530 -0.457
H -1.872 0.230 0.650
H -2.274 -2.225 0.179
H -2.567 -2.040 -1.367
O -1.892 -1.993 -0.673


Which one sits at the bottom of the stability order? #b does.


#a
10
Properties=species:S:1:pos:R:3 method="wB97M-V/def2-TZVPD" smiles="[H]/N=C/OP(O)O" charge=0 homo_lumo_gap_ev=10.00 homo_ev=-9.30
C 1.490 0.808 0.120
N 1.571 -0.239 0.818
O -1.011 -1.435 -0.693
O -2.407 0.605 -0.175
O 0.342 1.061 -0.464
P -1.084 -0.163 0.347
H 2.184 1.553 -0.071
H -0.386 -2.174 -0.523
H -3.068 0.186 -0.764
H 2.369 -0.204 1.403


#b
10
Properties=species:S:1:pos:R:3 method="wB97M-V/def2-TZVPD" smiles="[H]/N=C/P(=O)(O)O" charge=0 homo_lumo_gap_ev=10.70 homo_ev=-10.57
C -0.530 0.195 0.461
N -1.346 -0.768 0.213
O 2.033 -0.262 1.353
O 1.096 -1.514 -0.709
O 1.851 0.976 -0.910
P 1.231 -0.172 0.122
H -0.812 1.086 0.830
H -2.318 -0.355 0.206
H 0.258 -1.700 -1.297
H 2.798 0.922 -0.765


Which one sits at the bottom of the stability order? #a does.